Record 1
23
Properties=species:S:1:pos:R:3 method="wB97M-V/def2-TZVPD" homo_lumo_gap_ha=0.3575 homo_ev=-8.7 mol_weight_g_mol=122.2 e_tot_ev=-9558.132 lumo_energy_ev=0.98 smiles=Cc1ccccc1.CC spin_multiplicity=1 de_lowest_kj_mol=197.8
C 0.94395 1.34353 0.24483
H 0.61738 1.96247 -2.56199
C 2.29949 -0.98956 -0.48417
H -3.52553 -1.63476 -0.42139
C -2.72776 -1.88017 0.43673
H -3.88335 -0.12561 1.44118
H 3.26390 0.18274 -1.95454
H -3.39794 -1.58433 2.34287
H -2.34876 -0.21991 1.77432
H 2.81411 -1.89311 -0.68536
C 1.74542 1.37250 -0.92575
C -3.14654 -0.90664 1.52079
H 0.57411 0.34205 2.19298
C 1.50288 -0.89778 0.72202
H 2.33844 2.78113 -2.59214
C 2.48573 0.21184 -1.25405
H -1.85078 -1.73579 -0.07365
H -2.77404 -2.91248 0.71571
C 1.46721 2.44162 -1.95835
H 0.25055 2.12682 0.50635
H 1.25015 -1.71652 1.33823
H 1.01075 3.38754 -1.49111
C 1.09062 0.34442 1.16648

=====

Record 2
9
Properties=species:S:1:pos:R:3 method="wB97M-V/def2-TZVPD" homo_lumo_gap_ha=0.3747 homo_ev=-12.0 mol_weight_g_mol=102.0 e_tot_ev=-11222.985 lumo_energy_ev=-1.80 spin_multiplicity=1 de_lowest_kj_mol=561.6
O 1.27068 -0.47674 -1.48784
C 0.44030 -0.17903 0.66523
O -0.47261 -0.66142 1.46043
N -0.92832 2.44567 -0.54406
H 1.48419 -0.01947 0.98250
N 0.36854 -0.70800 -0.71467
O -0.64988 -1.33882 -0.96272
H -1.21365 -0.63782 0.70552
C -0.29923 1.57563 -0.10439

=====

Record 3
29
Properties=species:S:1:pos:R:3 method="wB97M-V/def2-TZVPD" homo_lumo_gap_ha=0.3297 homo_ev=-8.1 mol_weight_g_mol=176.3 e_tot_ev=-14643.509 lumo_energy_ev=0.88 smiles=Cc1ccccc1N1CCNCC1 spin_multiplicity=1 de_lowest_kj_mol=342.2
H 0.75753 -0.71433 2.09506
C -1.62357 0.88120 -0.06027
H -3.12401 -2.58727 0.21243
H 3.01596 1.32277 -0.07778
H 0.78881 0.98907 1.82919
H -0.90321 2.34660 -1.48124
C -2.67259 -1.65151 0.11412
H 1.20730 -1.98976 -0.63373
C -2.97264 0.69958 0.00075
C -3.61014 -0.57910 -0.10739
H -3.64863 1.56618 -0.04146
H 0.53896 -0.92001 -1.87736
C 1.13666 -0.93086 -0.93856
H -0.19080 2.54606 0.23691
C -1.37820 -1.42280 0.24042
H -0.58178 -2.18298 0.46892
C -0.79700 -0.24214 0.10306
C 2.44919 -0.44625 -1.35721
C 1.11423 -0.01169 1.34559
N 0.57629 -0.18262 0.09986
H 3.14296 -1.15900 1.34741
H -4.64076 -0.60233 -0.23529
H 2.38961 0.44519 -2.01312
N 3.04829 0.33645 -0.16588
H 3.23831 0.44141 1.87491
C -1.15887 2.25638 -0.26285
H -1.79554 3.12334 0.06787
C 2.68944 -0.16294 1.09455
H 3.00419 -1.16865 -1.87891

=====

Record 4
109
Properties=species:S:1:pos:R:3 method="wB97M-V/def2-TZVPD" homo_lumo_gap_ha=0.2245 charge=-1 homo_ev=-4.1 mol_weight_g_mol=611.6 e_tot_ev=-56394.034 lumo_energy_ev=1.97 spin_multiplicity=1
H -1.17160 0.98577 -1.75078
H 4.80607 -0.37457 7.67577
H 0.63322 7.02940 0.99411
H -2.78024 -5.81930 -1.28712
H 0.17460 2.10667 -1.89698
O -4.49326 -5.40908 -2.43794
C -0.85026 2.00950 -1.53658
H -4.15318 -3.45789 -4.18768
H -2.14646 -2.74669 -6.65633
H -3.56061 -2.68751 -9.24170
C -3.59324 -3.59227 -8.63320
H 2.30969 1.82908 4.80867
O -0.75097 -1.87502 -1.99066
C -1.74642 8.19030 2.97351
C -0.91929 2.27351 -0.04393
H -3.24979 7.83236 5.27690
H 0.38504 5.92341 -1.24441
O -4.66739 -0.74377 -3.70797
H -0.76578 7.89545 3.35741
H 7.03620 2.10297 9.44648
H 0.41209 -8.61643 1.02948
C 5.70256 0.07918 8.09891
C -2.18874 -4.87100 -3.12159
C -2.34053 2.12729 0.47710
H -1.43517 -3.38263 -0.90132
H -0.58327 -9.03796 -0.37600
C -5.09957 -5.08150 -1.32179
C -2.40065 -3.38157 -2.95421
H 5.70954 -0.09992 9.17533
H -2.22292 -5.08275 -4.17443
H 0.45327 -3.46288 -3.14732
H 2.99356 6.91044 -1.69111
H -3.01646 2.82686 -0.01653
C 3.41239 2.79931 3.22597
O -1.60953 -2.90730 -7.44545
H 4.85721 2.05169 8.19351
O 5.69837 1.76837 6.37434
H -2.81741 -5.06886 -6.41738
H -0.51094 -6.56996 -0.10508
H -0.55319 3.27941 0.17492
C 0.33634 -8.54494 -0.05724
H -4.45592 -2.71977 -2.60210
H 7.01012 3.28474 8.12611
O -1.50166 -2.85859 -3.92196
O 2.23938 3.28550 2.57773
C -3.09858 -5.76262 -2.31741
H 3.05016 5.26440 0.10494
H 5.39554 2.12207 2.65919
C 3.07530 1.58206 4.07187
C -2.78520 7.12119 3.27818
C 1.22594 7.34186 0.13279
H -0.34916 0.47117 0.45356
C -1.84907 -2.70415 -1.65770
C -2.19205 -3.97491 -8.17316
H 3.76698 3.60507 3.87095
O -3.52388 -1.52298 -3.97746
H -4.05351 -4.39177 -9.21941
C 1.36909 6.20873 -0.87076
H 4.70525 3.35258 1.58480
C -3.75009 -2.79882 -3.42201
H -2.64024 -6.08005 -7.86552
B -0.22155 -2.42884 -3.24270
C -2.94281 6.91157 4.77725
H -1.64309 8.32348 1.89614
H -2.00056 6.57514 5.21822
C 0.35197 -7.09418 -0.51921
H -3.68718 6.14063 4.97842
H 3.95583 1.21087 4.59637
H 6.56322 -0.43059 7.65702
H -2.70623 1.11136 0.30668
O -6.15439 -4.61782 -1.31779
H 7.89289 1.77695 7.92889
H 2.14897 4.19308 -0.95501
H 4.11812 1.69759 1.50399
H -1.57211 5.61202 3.01547
H -1.21198 -5.49276 -6.98984
H 1.74191 -6.39363 0.99398
C 1.62783 -6.38574 -0.09196
H 0.97033 -7.48445 -2.32913
H 1.47784 4.63630 0.62002
H -2.54350 -2.02598 -1.17057
H -1.17904 -5.07601 -2.80718
C 6.99222 2.22040 8.36246
H -3.74431 7.41157 2.84756
H 2.50208 -6.86995 -0.53684
H -2.99923 -6.77113 -2.69983
H -1.48349 2.70010 -2.09701
H 0.27027 -1.63555 -4.02854
H 1.62069 -5.35125 -0.43614
O -0.04697 1.36849 0.64286
C 4.47533 2.47237 2.18714
H 0.74279 8.20496 -0.32863
H -2.01909 9.14879 3.41927
H 6.47531 1.34761 5.98894
H 2.20691 7.67344 0.48602
H -1.55435 -4.13901 -9.04482
C 2.04273 5.00516 -0.23418
C -2.21915 -5.23318 -7.31676
H 2.67344 0.77899 3.44772
O -2.41985 5.89378 2.65216
H -4.23267 -3.38052 -7.77223
O 0.21724 -7.03122 -1.93471
H -5.40275 -1.33897 -3.89553
C 5.74491 1.56727 7.78557
O 2.11869 6.65560 -2.00365
H 1.17027 -9.09696 -0.50005
H -4.58001 -5.28691 -0.38210
H 1.90622 2.58488 1.99901
H -2.37542 2.30941 1.55297

=====

Record 5
18
Properties=species:S:1:pos:R:3 method="wB97M-V/def2-TZVPD" homo_lumo_gap_ha="0.2798 / 0.2797" charge=+1 homo_ev="-13.1 / -13.1" mol_weight_g_mol=191.1 e_tot_ev=-79832.739 lumo_energy_ev="-5.44 / -5.44" spin_multiplicity=1 de_lowest_kj_mol=378.2
H -1.41802 -2.90242 0.37250
H -1.02535 0.11078 2.20866
N -0.27642 1.90352 -0.50200
C 0.71235 2.04579 -1.36094
H -2.89422 -0.86418 0.58836
N 1.88137 1.26327 -1.57857
H 2.08803 1.39682 -2.65245
H -1.50870 -0.75504 -0.59914
C -1.74258 -0.87202 0.49036
N -0.55381 1.30687 0.55338
H -0.10419 -2.01960 1.15134
Br 2.43121 0.52358 1.08174
C -1.10232 0.27251 1.13871
H 0.49687 2.72610 -2.07831
H -1.67372 -2.26248 2.05700
H 3.28770 -0.19185 -1.16813
C 2.53516 0.46461 -0.75198
C -1.13337 -2.14627 1.04949

=====

Record 6
14
Properties=species:S:1:pos:R:3 method="wB97M-V/def2-TZVPD" homo_lumo_gap_ha="0.2809 / 0.2861" homo_ev="-7.9 / -8.0" mol_weight_g_mol=97.1 e_tot_ev=-8828.344 lumo_energy_ev="-0.30 / -0.26" spin_multiplicity=1 de_lowest_kj_mol=758.3
C 0.50633 1.20840 0.38662
C 0.18412 0.12831 -0.78984
H 1.06710 2.13890 0.40822
H 2.29262 -0.50557 -1.39535
C 0.70023 0.03638 1.18929
N 0.13872 -0.82100 0.27211
H 2.98961 -0.68122 -1.18479
C -1.31682 0.39468 -0.58819
H -1.86866 -1.05090 1.10534
H -1.60212 -1.79127 -0.51947
C -1.36476 -0.95718 0.14435
H 1.28308 -0.24782 2.05865
O -0.96359 1.47624 0.26343
H -2.04586 0.67206 -1.35038

=====

Record 7
15
Properties=species:S:1:pos:R:3 method="wB97M-V/def2-TZVPD" homo_lumo_gap_ha="0.3453 / 0.3170" charge=+1 homo_ev="-15.2 / -14.9" mol_weight_g_mol=102.1 e_tot_ev=-9747.280 lumo_energy_ev="-5.85 / -6.27" spin_multiplicity=1 de_lowest_kj_mol=500.2
N -0.13282 2.70936 1.08541
O 1.30187 0.92378 1.17455
N -0.77794 0.53884 0.48845
H -0.95677 3.01150 0.68351
C -0.01532 -1.40732 -1.59112
H 0.47706 3.26891 1.64537
H -0.86060 -0.95676 -2.06617
H 0.98179 -1.61372 -2.21905
C 0.11727 1.47120 0.93347
H -1.10034 -2.38861 0.12659
C -0.13140 -2.24569 -0.36866
H 1.37559 0.07092 0.80743
H -1.51102 0.59134 -0.12587
H 0.70674 -2.95621 -0.29058
N 0.52589 -1.01753 -0.28332

=====

Record 8
181
Properties=species:S:1:pos:R:3 method="wB97M-V/def2-TZVPD" homo_lumo_gap_ha=0.2811 charge=-1 homo_ev=-6.1 mol_weight_g_mol=1254.9 e_tot_ev=-149162.027 lumo_energy_ev=1.58 spin_multiplicity=1
S -6.31470 -4.33022 0.17076
C -3.82198 3.73778 0.30054
H -4.50986 1.75103 -4.34415
C 1.25590 3.88171 0.66106
H -1.07337 0.98942 0.44958
C 0.76739 0.22188 -0.33050
C -1.20850 3.67540 -2.44792
C 0.11362 -4.34223 -0.26639
C -1.86806 1.99129 3.71269
N -1.23313 -1.12491 6.59896
H 6.17212 -2.28877 -4.90555
H -0.02054 -3.71426 -2.85500
S 2.66542 -0.05525 3.76481
C -1.87895 4.04911 4.51062
H -3.98926 0.32435 -1.27156
N -2.66687 1.01656 -3.68258
N -1.99994 1.88962 5.05342
H 4.46578 -8.04660 4.18197
C -4.94195 4.85087 -1.97758
O 0.88273 0.85336 -1.56619
H 0.47214 2.79628 -5.05237
C 1.71027 -1.56888 -4.26595
H -5.92458 4.99161 -2.42784
C 3.88501 -6.30770 -1.78640
H 4.42293 0.66332 -2.35570
C -2.30630 -0.20529 -3.18875
C 4.93959 3.35276 -1.18373
N -4.54439 0.24858 -0.43122
C 6.28363 -0.52472 -2.18061
H 2.85115 5.36466 -2.00959
H 1.11280 3.20436 3.80655
C -0.45696 -0.13994 7.06133
H 6.60610 -0.11363 -1.23540
H -1.71545 3.55645 2.31914
H -0.37536 7.38150 -3.17110
H 0.27039 5.75579 3.10310
H -4.65566 -3.76611 -1.38750
C 4.27400 -4.09236 -2.20082
C 4.08685 1.02213 3.76579
H 2.53598 -4.29111 3.42894
H -2.28470 5.51107 -3.19916
C 3.13686 -5.15946 3.20239
H 3.71602 1.88918 -0.02678
H 2.28584 -1.18270 -1.03421
H -2.30331 -4.86449 4.42744
H 1.60299 -1.70932 0.55199
H 0.77937 -1.77891 -0.99724
C -1.00800 -4.13611 -2.66781
H 3.94000 1.98281 4.25936
H -5.48455 -0.79479 2.54580
H 0.99837 5.28833 -1.76827
H 0.56165 -3.61869 0.41467
C -7.55486 -3.21748 0.91067
H -1.30098 -0.56473 -0.42283
C -5.42547 -0.25411 1.61276
H 0.06043 -5.23193 0.36108
C 6.01315 -1.56048 -4.12405
H 4.90446 -7.34101 1.57030
C 1.86689 -1.03362 -6.50323
C -5.84018 0.75155 -0.33035
C 0.74945 4.96632 2.54306
C 6.85474 -1.43696 -3.02755
H 3.87790 -0.98543 1.71706
H -1.14483 -0.78847 3.15878
H 2.86937 -3.86317 -3.69531
H -1.88548 1.12561 3.06717
H -3.11576 -2.21869 -3.00958
H -5.32089 -2.22790 -0.83931
C -4.28566 -0.46260 0.73998
O 2.61256 -0.81437 5.04473
H -7.26406 0.82779 1.26671
H -2.07860 1.00930 5.54224
H 3.39465 -5.21091 1.08875
H 0.47277 5.77162 0.42441
C 3.96726 2.40852 -0.93977
C -5.58186 -3.22498 -1.19404
C 1.85908 5.73855 -2.26281
H -2.89101 -2.18817 7.18255
H 0.71802 -4.57147 -1.14403
C -2.21524 -0.40417 8.45737
H 2.47744 -3.02784 -5.68499
C 4.39840 -6.75819 2.32570
H 0.87710 -2.31362 4.19557
H 2.32189 1.78362 -2.10057
C -0.16914 -2.57408 4.13282
C 3.83971 2.93409 -3.06671
H 3.45373 2.92626 -4.07535
O -7.23378 -5.42630 -0.41924
H -0.31953 7.16539 -1.32567
N -0.52492 -3.78553 4.55625
C -4.00440 0.89062 -3.93111
O -2.43717 -5.03222 -0.54825
H -0.58948 -0.48551 1.13626
H -8.01519 -2.69902 0.06960
N 3.38960 -6.08983 4.14186
O -5.57387 5.82382 0.29098
C -2.11513 3.15190 5.53873
H 4.21965 -0.49763 -4.68534
C -1.50168 4.77920 -3.33198
C -3.28264 -1.16896 -3.20091
C -1.80937 -3.94638 4.14547
C -1.05197 0.37076 8.18299
C -4.40767 -0.42645 -3.53362
H -0.60597 1.19807 8.71499
H 1.43942 0.81153 0.29301
C 4.73747 -5.27784 -1.54326
C 4.97061 3.58186 -2.53310
S -5.46983 4.41298 -0.22351
H 2.17520 -1.28856 -7.50639
N 3.16446 2.33867 -2.05479
H -0.69708 -5.15121 -2.91482
H 5.68189 4.20587 -3.05376
N 5.10862 0.02013 -2.72484
C 1.42107 -1.15897 -0.37112
H 1.71124 2.03186 1.63459
H 0.09738 -4.43841 5.01077
H 2.90755 -6.09747 5.02937
C -6.32006 0.41750 0.93973
C 2.09918 -2.02345 -5.56449
C 1.13876 3.68461 2.83955
H 0.27122 2.15763 -2.66338
H -1.72590 -4.04362 -3.48277
H -5.40672 -0.83142 -3.59921
H 4.02182 -7.30837 -1.40383
H 5.57212 -5.56994 -0.92323
H -3.30566 -0.91114 0.80927
N 1.29360 -0.24536 -4.48202
O 2.36804 8.14449 -3.48805
H -2.22327 3.39906 6.58449
H -3.10288 4.47936 0.64853
H 3.16942 -2.17860 2.73103
H -6.34306 1.30263 -1.11126
N 3.24873 -4.46790 -2.98082
H -0.22111 8.75996 -2.13812
H 4.74078 0.47518 4.44499
H -2.88582 -0.25199 9.29018
C -1.84391 3.30738 3.36215
H 1.27766 3.43018 -0.31978
C 3.65857 -1.20502 2.76194
H 4.62305 -1.30584 3.25966
N 1.50788 3.01535 1.74188
C 4.13204 -7.16668 3.65211
H -1.01771 5.14446 -5.41931
S -1.50669 -3.88158 -0.91491
C 0.72996 4.99079 1.12482
C 1.46233 0.08131 -5.82248
H -8.31236 -3.87201 1.34183
H 0.81336 0.29424 -3.77613
H 1.63008 5.56980 -3.31504
C -0.09291 3.41999 -4.37552
H 4.62467 1.19765 2.83409
H -4.24112 5.68382 -2.03331
H -2.03532 1.80028 -3.76645
H -1.91200 5.12821 4.53944
H -1.60232 3.38657 -1.48465
C -1.17553 -1.77627 3.59436
H 7.77144 -1.98668 -2.87311
H 1.28041 1.09466 -6.14872
H 5.53805 3.74374 -0.37417
H -7.13226 -2.70137 1.77273
H -0.95684 -1.66789 5.79341
H -1.27399 -0.29906 -2.88551
H 1.62677 -2.12091 -3.34146
C -0.61946 0.03592 0.17954
H -4.39109 4.10052 -2.54471
H -3.40562 2.96153 -0.34147
C 2.92445 -5.79494 -2.66718
H 0.46425 0.04834 6.52998
N -0.20676 2.96459 -3.03812
H 2.06388 -6.18759 -3.18839
C -2.25657 -2.75430 3.50121
C 3.60310 -5.69675 2.03049
C 0.02672 7.70092 -2.20965
C -2.31718 -1.29570 7.38402
H -6.26759 -3.30678 -2.03737
S 1.87451 7.60522 -2.08180
H -3.19437 -2.65534 2.97477
C 5.01994 -0.61977 -3.97048
H -4.13026 3.24376 1.22196
H 4.60594 -3.09562 -2.45123
C -0.86443 4.58630 -4.50752

=====

Record 9
19
Properties=species:S:1:pos:R:3 method="wB97M-V/def2-TZVPD" homo_lumo_gap_ha=0.3579 homo_ev=-9.6 mol_weight_g_mol=141.2 e_tot_ev=-21756.905 lumo_energy_ev=0.12 smiles="NC(=O)CCS.O.O" spin_multiplicity=1 de_lowest_kj_mol=100.3
C 0.71956 1.17226 -1.10812
H 0.17996 0.79661 3.42306
H -1.39867 -2.06994 4.73679
O 0.09486 -0.16153 3.61741
S 0.13597 2.82844 -0.57002
H 0.57994 0.52226 -0.23112
C 0.25364 -0.57120 -2.93537
N 1.43261 -1.16931 -2.59272
H -0.21473 -0.37495 2.72580
C -0.18075 0.72528 -2.26757
H -0.36745 1.56068 -3.01303
H -2.12852 -1.74769 5.92424
H 1.81691 -1.76910 -3.30896
O -0.48769 -1.02799 -3.78648
H 1.76066 1.33146 -1.49663
H 1.95385 -0.95477 -1.77379
O -1.79147 -2.57634 5.46113
H -1.25163 0.57750 -1.91382
H -1.10706 2.90832 -0.89080

=====

Record 10
19
Properties=species:S:1:pos:R:3 method="wB97M-V/def2-TZVPD" homo_lumo_gap_ha=0.3185 homo_ev=-7.8 mol_weight_g_mol=163.1 e_tot_ev=-71759.841 lumo_energy_ev=0.87 spin_multiplicity=1 de_lowest_kj_mol=196.5
H -1.24265 -1.12156 0.97458
C 0.57913 1.40166 -0.18508
C 1.05116 -2.50011 -1.86331
C 0.08274 0.06312 -0.69222
Se 1.25609 -1.46155 -0.19615
H 0.25377 -3.12979 -1.94530
H 1.86866 -3.15037 -1.85626
H -0.55989 -0.03009 -1.55897
H 0.58750 2.41138 1.55532
H -1.00551 0.71568 2.68208
H -2.41306 0.00494 0.18888
H -1.92098 1.71021 1.56090
H 0.98177 -1.68344 -2.71556
C 0.35726 1.42125 1.30263
H 1.55681 1.53437 -0.64095
C -1.43016 -0.03896 0.68817
C -1.07049 1.06428 1.70750
H 0.00763 2.08640 -0.81677
H 1.06022 0.70259 1.81049